DFT (wB97M-V/def2-TZVPD) results for a molecular structure, C3H7O7PS2.

Summary:
orbital gap: 6.611 eV
calculated total energy: -48515.5041 eV
LUMO energy: 5.44 eV
total charge: -2

The geometry in XYZ format:
```
20
Properties=species:S:1:pos:R:3:nbo_charge:R:1
C -0.59941 -1.77192 1.55119 -0.89
C -1.31706 1.76322 -0.91958 -0.92
C 0.56843 0.05077 -0.86879 -0.91
O 3.29088 0.24622 -1.13377 -1.20
O 1.92818 0.82550 0.93405 -1.11
O 2.51561 -1.60424 0.34640 -1.20
O -0.14761 -2.64551 -0.87653 -0.97
O -2.01320 -1.09661 -0.53387 -1.00
O 0.96559 2.85955 -0.34622 -0.98
O -0.38351 1.55384 1.39783 -1.01
P 2.30660 -0.21181 -0.15367 2.39
S -0.62958 -1.43158 -0.18137 2.05
S 0.29027 1.62457 0.11227 2.15
H 0.08966 -1.07547 2.04221 0.30
H -1.74296 -1.82639 1.89724 0.23
H -0.16144 -2.79746 1.72668 0.25
H -1.34338 2.15152 -1.89608 0.18
H -1.68928 0.78202 -0.89914 0.23
H -2.01413 2.41272 -0.39938 0.19
H 0.08633 0.19106 -1.79948 0.22
```